Molecular formula: C20H19NO4
Method: DFT, ωB97M-V with the def2-TZVPD basis set

Atoms and positions in Å:
O1 -3.291 0.797 1.243
C1 -2.345 0.321 1.909
O2 -2.599 0.035 3.186
C2 -1.354 -0.227 3.875
C3 -0.295 -0.176 2.824
N1 -1.020 0.002 1.564
C4 -0.195 0.327 0.455
C5 -0.865 0.718 -0.883
C6 -0.087 0.847 -2.067
C7 -0.607 1.303 -3.264
C8 -1.938 1.742 -3.281
C9 -2.694 1.721 -2.096
C10 -2.154 1.213 -0.933
C11 -4.033 2.313 -2.358
C12 -3.969 2.640 -3.855
O3 -2.607 2.266 -4.341
C13 0.987 -0.655 0.295
C14 1.182 -1.491 -0.838
C15 2.361 -2.185 -1.069
C16 3.294 -2.236 -0.020
C17 3.092 -1.487 1.158
C18 2.000 -0.638 1.264
C19 4.187 -1.811 2.121
C20 5.086 -2.755 1.309
O4 4.429 -2.986 -0.004
H1 -1.422 -1.207 4.357
H2 -1.194 0.562 4.623
H3 0.333 0.708 3.027
H4 0.309 -1.089 2.838
H5 0.350 1.257 0.719
H6 0.968 0.572 -2.062
H7 -0.030 1.319 -4.179
H8 -2.816 1.201 -0.027
H9 -4.189 3.225 -1.765
H10 -4.833 1.598 -2.131
H11 -4.703 2.060 -4.431
H12 -4.117 3.709 -4.059
H13 0.414 -1.513 -1.613
H14 2.566 -2.726 -1.992
H15 1.973 0.023 2.136
H16 4.729 -0.917 2.451
H17 3.810 -2.328 3.017
H18 5.213 -3.738 1.782
H19 6.074 -2.313 1.116

As for the HOMO energy: -7.63 eV. The SMILES is O=C1OCCN1C(c1ccc2c(c1)CCO2)c1ccc2c(c1)CCO2. Its charge is 0. The electronic energy comes out at -30726.52705 eV. As for the energy above the lowest of the compared OMol25 structures with the same formula, charge and spin: 73.9 kcal/mol.

Atom charges from the Mulliken analysis, given in e for atoms 1 to 6: number 1, O, carries -0.657; number 2, C, carries 0.589; number 3, O, carries -0.397; number 4, C, carries -0.459; number 5, C, carries -0.614; number 6, N, carries 0.197

=====

Molecular formula: C20H20BF4N2O7S
Method: DFT, ωB97M-V with the def2-TZVPD basis set

Atoms and positions in Å:
C1 1.025 -3.452 0.025
C2 0.066 -2.402 -0.474
C3 -1.307 -2.584 -0.286
N1 -1.772 -3.770 0.397
C4 -2.405 -4.575 -0.241
S1 -3.288 -5.560 -1.061
C5 -2.236 -1.651 -0.720
C6 -1.829 -0.472 -1.344
C7 -2.879 0.525 -1.793
C8 -4.068 0.595 -0.870
O1 -4.953 -0.216 -0.917
N2 -4.076 1.702 0.038
C9 -3.640 1.198 1.356
C10 -5.448 2.252 0.125
C11 -0.457 -0.258 -1.524
C12 0.476 -1.219 -1.106
C13 1.917 -0.929 -1.376
O2 2.685 -1.802 -1.690
C14 2.327 0.504 -1.269
C15 3.686 0.791 -0.724
C16 3.797 0.326 0.742
C17 4.554 -0.963 0.979
O3 4.807 -1.351 2.067
O4 5.014 -1.643 -0.129
C18 1.417 1.405 -1.651
C19 1.608 2.883 -1.584
O5 0.916 3.419 -0.462
O6 1.647 3.058 0.704
C20 0.087 0.976 -2.143
O7 -0.494 1.602 -2.999
H1 1.220 -4.166 -0.770
H2 1.963 -2.986 0.292
H3 0.653 -3.947 0.913
H4 -3.283 -1.857 -0.560
H5 -2.464 1.505 -1.956
H6 -3.258 0.193 -2.759
H7 -4.265 0.351 1.655
H8 -3.720 2.003 2.074
H9 -2.616 0.842 1.290
H10 -6.016 1.728 0.893
H11 -5.953 2.120 -0.822
H12 -5.374 3.308 0.362
H13 4.421 0.246 -1.313
H14 3.959 1.835 -0.790
H15 4.359 1.079 1.281
H16 2.840 0.276 1.253
H17 4.510 -2.455 -0.231
H18 2.648 3.192 -1.541
H19 1.154 3.376 -2.437
H20 1.201 2.279 1.073
B1 2.120 0.466 4.018
F1 2.371 -0.671 4.792
F2 1.490 1.451 4.793
F3 3.316 0.972 3.477
F4 1.275 0.122 2.917

As for the HOMO energy: -7.38 eV. Its charge is -1. The electronic energy comes out at -60764.15007 eV. As for the energy above the lowest of the compared OMol25 structures with the same formula, charge and spin: 0.0 kcal/mol.

Atom charges from the Mulliken analysis, given in e for atoms 1 to 6: number 1, C, carries -1.670; number 2, C, carries 0.467; number 3, C, carries 0.783; number 4, N, carries -0.573; number 5, C, carries 0.447; number 6, S, carries -0.401

=====

Molecular formula: C20H20BrNO2
Method: DFT, ωB97M-V with the def2-TZVPD basis set

Atoms and positions in Å:
O1 -0.632 -2.908 0.225
C1 -0.225 -1.925 0.736
C2 0.532 -2.119 1.895
C3 0.688 -0.900 2.458
C4 1.412 -0.644 3.760
C5 2.564 -1.295 4.028
C6 3.259 -1.117 5.212
C7 2.843 -0.142 6.115
Br1 3.849 0.123 7.714
C8 1.663 0.642 5.787
C9 0.917 0.327 4.617
O2 0.040 0.075 1.705
C10 -0.455 -0.460 0.604
N1 -1.125 0.315 -0.249
C11 -1.655 0.002 -1.528
C12 -2.520 1.149 -2.085
C13 -3.105 0.882 -3.517
C14 -1.828 0.624 -4.351
C15 -1.025 -0.545 -3.983
C16 -1.773 -1.852 -3.920
C17 -3.038 -1.491 -3.079
C18 -3.871 -0.362 -3.575
C19 -2.681 -1.145 -1.511
C20 -0.508 -0.245 -2.538
H1 0.793 -3.137 2.179
H2 2.877 -2.078 3.328
H3 4.108 -1.804 5.401
H4 1.399 1.527 6.383
H5 -0.024 0.757 4.296
H6 -3.354 1.483 -1.434
H7 -1.874 1.977 -2.114
H8 -3.658 1.720 -3.928
H9 -2.189 0.531 -5.449
H10 -1.215 1.561 -4.290
H11 -0.189 -0.658 -4.577
H12 -1.125 -2.628 -3.478
H13 -1.972 -2.074 -4.975
H14 -3.629 -2.418 -3.161
H15 -4.165 -0.526 -4.648
H16 -4.741 -0.278 -2.969
H17 -3.678 -0.919 -1.022
H18 -2.297 -2.007 -1.082
H19 0.121 -1.082 -2.114
H20 0.013 0.671 -2.465

As for the HOMO energy: -9.12 eV. The SMILES is O=C1C=C(c2ccc(Br)cc2)O/C1=N/[C@]12C[C@H]3C[C@H](C[C@H](C3)C1)C2. Its charge is 0. The electronic energy comes out at -96689.64496 eV. As for the energy above the lowest of the compared OMol25 structures with the same formula, charge and spin: 16.4 kcal/mol.

Atom charges from the Mulliken analysis, given in e for atoms 1 to 6: number 1, O, carries -0.581; number 2, C, carries 1.022; number 3, C, carries -0.874; number 4, C, carries 0.291; number 5, C, carries 0.562; number 6, C, carries -0.495

=====

Molecular formula: C20H20ClMgN2O6S
Method: DFT, ωB97M-V with the def2-TZVPD basis set

Atoms and positions in Å:
Mg1 -0.028 -0.181 -0.495
Cl1 4.360 5.650 -0.208
C1 3.184 4.399 -0.545
C2 1.999 4.724 -1.201
C3 1.076 3.745 -1.475
C4 1.266 2.386 -1.097
O1 0.366 1.518 -1.397
C5 2.490 2.089 -0.419
C6 2.853 0.756 0.021
N1 2.043 -0.231 0.055
C7 2.409 -1.529 0.480
C8 3.478 -1.821 1.305
C9 3.735 -3.137 1.698
C10 2.899 -4.146 1.263
C11 1.799 -3.875 0.450
C12 0.898 -4.891 -0.035
C13 -0.183 -4.560 -0.749
C14 -0.499 -3.137 -1.026
N2 0.508 -2.214 -0.783
C15 1.526 -2.551 0.036
C16 3.429 3.101 -0.173
H1 1.815 5.750 -1.496
H2 0.157 3.982 -1.995
H3 3.899 0.635 0.324
H4 4.106 -1.020 1.676
H5 4.571 -3.354 2.351
H6 3.081 -5.172 1.564
H7 1.116 -5.931 0.186
H8 -0.869 -5.315 -1.111
H9 -0.962 -2.973 -1.999
H10 4.357 2.851 0.326
O2 -1.799 -2.895 -0.118
S1 -2.242 -1.413 0.072
O3 -3.607 -1.428 0.496
O4 -1.284 -0.802 1.034
O5 -1.945 -0.719 -1.204
C17 1.097 0.821 3.134
C18 0.206 2.026 2.927
O6 -0.323 2.003 1.619
C19 -1.250 3.049 1.387
C20 -2.158 2.689 0.234
H11 1.379 0.741 4.186
H12 2.011 0.895 2.546
H13 0.572 -0.088 2.848
H14 0.767 2.960 3.089
H15 -0.621 2.012 3.652
H16 -0.702 3.982 1.190
H17 -1.845 3.201 2.299
H18 -1.585 2.492 -0.671
H19 -2.849 3.511 0.036
H20 -2.743 1.799 0.469

As for the HOMO energy: -4.49 eV. Its charge is -1. The electronic energy comes out at -65139.00247 eV. As for the energy above the lowest of the compared OMol25 structures with the same formula, charge and spin: 13.8 kcal/mol.

Atom charges from the Mulliken analysis, given in e for atoms 1 to 6: number 1, Mg, carries 1.434; number 2, Cl, carries -0.279; number 3, C, carries 0.131; number 4, C, carries -0.562; number 5, C, carries -0.430; number 6, C, carries 0.270

=====

Molecular formula: C20H20F3N7O9STc
Method: DFT, ωB97M-V with the def2-TZVPD basis set

Atoms and positions in Å:
Tc1 -0.255 -0.224 -0.327
O1 2.473 -2.934 -3.621
C1 1.417 -3.732 -3.466
C2 1.194 -4.695 -4.453
C3 0.141 -5.576 -4.365
C4 -0.729 -5.523 -3.282
C5 -0.552 -4.561 -2.313
C6 0.509 -3.652 -2.385
C7 0.616 -2.557 -1.432
O2 -0.378 -2.165 -0.709
N1 1.761 -1.907 -1.352
N2 1.679 -0.808 -0.587
C8 2.830 -0.317 -0.212
C9 2.056 1.599 1.323
C10 3.442 3.109 2.821
C11 2.076 3.899 2.652
C12 0.980 3.224 3.405
C13 0.439 2.014 3.122
C14 0.807 1.164 2.037
O3 0.073 0.196 1.679
H1 2.502 -2.283 -2.889
H2 1.878 -4.731 -5.284
H3 -0.011 -6.309 -5.145
H4 -1.538 -6.232 -3.204
H5 -1.218 -4.492 -1.467
H6 3.756 -0.792 -0.518
H7 4.244 3.665 2.314
H8 2.217 4.919 3.020
H9 0.526 3.804 4.196
H10 -0.399 1.668 3.710
C15 -3.322 2.217 -1.518
C16 -2.636 1.813 -0.219
C17 -3.437 2.235 1.012
O4 -2.432 0.393 -0.188
C18 -1.243 2.519 -0.161
O5 -1.176 3.697 0.095
O6 -0.250 1.733 -0.361
H11 -4.287 1.714 -1.603
H12 -2.693 1.969 -2.373
H13 -3.484 3.291 -1.526
H14 -4.477 1.938 0.905
H15 -3.379 3.314 1.111
H16 -3.018 1.772 1.901
H17 -2.760 0.025 -1.020
N3 3.826 2.891 4.182
N4 3.217 1.853 2.179
N5 1.813 3.982 1.242
C19 1.790 2.922 0.584
N6 2.953 0.724 0.609
N7 4.021 1.169 1.305
H18 3.950 3.760 4.685
H19 3.152 2.307 4.663
H20 1.656 2.905 -0.485
F1 0.435 -1.044 -4.730
C20 -0.020 0.211 -4.753
F2 0.652 0.873 -5.692
F3 -1.302 0.168 -5.130
S1 0.065 0.942 -3.027
O7 1.436 0.916 -2.616
O8 -0.585 2.207 -3.141
O9 -0.755 -0.104 -2.369

As for the HOMO energy (alpha / beta): -7.58 / -8.21 eV. Its charge is 0. The electronic energy comes out at -71105.49570 eV. As for the energy above the lowest of the compared OMol25 structures with the same formula, charge and spin: 79.6 kcal/mol. The spin multiplicity is 4.

Atom charges from the Mulliken analysis, given in e for atoms 1 to 6: number 1, Tc, carries 0.722; number 2, O, carries -0.657; number 3, C, carries 0.252; number 4, C, carries -0.634; number 5, C, carries -0.434; number 6, C, carries -0.656

=====

Molecular formula: C20H20IrN7O2S2
Method: DFT, ωB97M-V with the def2-TZVPD basis set

Atoms and positions in Å:
Ir1 0.133 0.718 -0.484
C1 -0.476 1.306 3.735
C2 -0.255 1.444 2.272
N1 0.507 0.712 1.556
N2 1.606 0.075 2.071
C3 2.649 -0.007 1.232
N3 3.718 -0.691 1.610
S1 2.553 0.722 -0.299
C4 -0.870 2.542 1.487
C5 -1.606 3.550 2.059
C6 -1.914 4.677 1.301
C7 -1.476 4.736 -0.003
C8 -0.820 3.638 -0.541
N4 -0.532 2.554 0.174
H1 0.099 0.499 4.183
H2 -1.535 1.089 3.892
H3 -0.244 2.228 4.271
H4 1.623 -0.262 3.022
H5 3.862 -0.995 2.561
H6 4.518 -0.708 0.996
H7 -1.930 3.463 3.086
H8 -2.473 5.495 1.734
H9 -1.643 5.612 -0.613
H10 -0.488 3.640 -1.564
N5 1.282 -2.637 -2.585
C9 1.296 -3.322 -1.370
C10 1.659 -4.626 -1.044
C11 1.532 -4.985 0.279
C12 1.053 -4.080 1.246
C13 0.705 -2.788 0.917
C14 0.851 -2.410 -0.416
N6 0.604 -1.201 -1.064
C15 0.856 -1.389 -2.334
C16 0.613 -0.285 -3.234
C17 0.602 -0.225 -4.584
S2 0.055 1.305 -5.087
C18 -0.118 1.786 -3.476
N7 0.227 0.885 -2.595
H11 1.525 -3.019 -3.484
H12 2.015 -5.322 -1.792
H13 1.800 -5.988 0.581
H14 0.945 -4.418 2.268
H15 0.285 -2.108 1.644
H16 0.868 -0.990 -5.297
H17 -0.498 2.764 -3.235
C19 -3.945 -0.628 -0.487
C20 -2.520 -0.179 -0.334
O1 -1.972 0.487 -1.297
O2 -1.852 -0.436 0.674
H18 -4.572 0.207 -0.793
H19 -4.308 -1.057 0.441
H20 -3.996 -1.378 -1.277

As for the HOMO energy: -13.88 eV. Its charge is +2. The electronic energy comes out at -60088.30902 eV. As for the energy above the lowest of the compared OMol25 structures with the same formula, charge and spin: 26.9 kcal/mol.

Atom charges from the Mulliken analysis, given in e for atoms 1 to 6: number 1, Ir, carries 0.978; number 2, C, carries -1.889; number 3, C, carries 1.009; number 4, N, carries -0.218; number 5, N, carries -0.141; number 6, C, carries 0.541

=====

Molecular formula: C20H20N10O6STi
Method: DFT, ωB97M-V with the def2-TZVPD basis set

Atoms and positions in Å:
Ti1 0.327 0.623 -0.244
N1 2.714 -2.020 0.901
C1 2.763 -0.999 1.950
C2 1.415 -0.540 2.498
O1 1.083 -0.938 3.619
N2 0.652 0.285 1.735
C3 -0.720 0.430 2.220
C4 -1.691 -0.250 1.225
O2 -2.890 -0.290 1.429
O3 -1.089 -0.757 0.167
H1 2.544 -1.594 0.000
H2 1.946 -2.663 1.073
H3 3.322 -0.138 1.578
H4 3.285 -1.418 2.812
H5 -0.968 1.486 2.322
H6 -0.866 -0.059 3.185
N3 -6.706 4.741 1.729
C5 -5.368 4.511 1.347
C6 -4.742 5.341 0.424
C7 -3.419 5.125 0.072
C8 -2.708 4.088 0.651
C9 -3.324 3.259 1.578
C10 -4.646 3.466 1.920
S1 -1.004 3.836 0.215
O4 -0.246 3.930 1.426
O5 -0.746 4.695 -0.900
N4 -0.939 2.257 -0.210
C11 -1.640 1.830 -1.315
N5 -1.028 0.793 -1.934
C12 -1.702 0.137 -2.864
C13 -2.942 0.568 -3.300
C14 -3.436 1.707 -2.682
N6 -2.816 2.334 -1.694
H7 -7.252 5.189 1.008
H8 -7.170 3.907 2.057
H9 -5.301 6.152 -0.030
H10 -2.928 5.743 -0.667
H11 -2.792 2.419 2.000
H12 -5.130 2.800 2.626
H13 -1.201 -0.728 -3.286
H14 -3.481 0.050 -4.079
H15 -4.392 2.128 -2.985
C15 2.581 1.201 -4.644
C16 3.110 0.134 -3.687
C17 2.052 -0.790 -3.266
N7 1.204 -1.486 -2.925
H16 3.365 1.924 -4.859
H17 1.761 1.737 -4.171
H18 2.239 0.754 -5.580
H19 3.495 0.597 -2.779
H20 3.908 -0.457 -4.145
O6 2.078 0.494 -0.641
N8 1.650 1.558 -1.474
C18 2.336 2.781 -1.085
C19 3.063 2.915 0.103
N9 3.694 3.016 1.075
C20 2.524 3.696 -2.126
N10 2.669 4.463 -2.991

As for the HOMO energy (alpha / beta): -0.41 / -0.41 eV. Its charge is -2. The electronic energy comes out at -82203.48813 eV. As for the energy above the lowest of the compared OMol25 structures with the same formula, charge and spin: 28.9 kcal/mol.

Atom charges from the Mulliken analysis, given in e for atoms 1 to 6: number 1, Ti, carries -0.400; number 2, N, carries -0.711; number 3, C, carries -0.629; number 4, C, carries 0.648; number 5, O, carries -0.760; number 6, N, carries 0.297

=====

Molecular formula: C20H20N2O5
Method: DFT, ωB97M-V with the def2-TZVPD basis set

Atoms and positions in Å:
C1 4.276 -0.436 2.493
O1 3.005 -0.939 2.811
C2 3.057 -2.152 3.538
C3 1.638 -2.684 3.724
C4 1.062 -3.251 2.423
N1 1.080 -2.252 1.381
C5 2.184 -2.050 0.563
O2 3.126 -2.796 0.472
C6 1.902 -0.795 -0.175
C7 2.648 -0.114 -1.114
C8 2.121 1.067 -1.624
C9 0.875 1.536 -1.221
C10 0.394 2.841 -1.768
O3 1.119 3.812 -1.847
N2 -0.917 2.918 -2.124
C11 -1.858 1.892 -2.299
C12 -1.499 0.648 -2.799
C13 -2.471 -0.327 -2.952
C14 -3.787 -0.070 -2.635
C15 -4.160 1.190 -2.159
O4 -5.480 1.356 -1.891
C16 -5.920 2.594 -1.387
C17 -3.189 2.169 -1.993
C18 0.133 0.854 -0.252
C19 0.665 -0.309 0.257
C20 0.142 -1.237 1.291
O5 -0.879 -1.176 1.928
H1 4.866 -0.249 3.399
H2 4.116 0.501 1.962
H3 4.823 -1.135 1.850
H4 3.526 -1.972 4.518
H5 3.670 -2.885 2.992
H6 1.004 -1.865 4.067
H7 1.644 -3.468 4.481
H8 1.663 -4.095 2.075
H9 0.027 -3.565 2.576
H10 3.610 -0.483 -1.433
H11 2.676 1.644 -2.349
H12 -1.237 3.859 -2.323
H13 -0.477 0.447 -3.076
H14 -2.194 -1.297 -3.336
H15 -4.552 -0.820 -2.753
H16 -6.994 2.486 -1.241
H17 -5.448 2.829 -0.428
H18 -5.733 3.407 -2.096
H19 -3.441 3.150 -1.622
H20 -0.817 1.225 0.100

As for the HOMO energy: -8.54 eV. The SMILES is COCCCN1C(=O)c2ccc(C(=O)Nc3cccc(OC)c3)cc2C1=O. Its charge is 0. The electronic energy comes out at -34283.20241 eV. As for the energy above the lowest of the compared OMol25 structures with the same formula, charge and spin: 17.1 kcal/mol.

Atom charges from the Mulliken analysis, given in e for atoms 1 to 6: number 1, C, carries -0.807; number 2, O, carries -0.273; number 3, C, carries -0.578; number 4, C, carries -0.577; number 5, C, carries -1.018; number 6, N, carries 0.229

=====

Which value of energy above the lowest of the compared OMol25 structures with the same formula, charge and spin does entry 2 give? 0.0 kcal/mol